Entry from the OMol25 dataset: a 7-piece molecular cluster, C44H44B2O28P overall at a distorted geometry (the ωB97M-V functional and the def2-TZVPD basis).

Each line ends with the Löwdin charge.
Atoms and positions in Å:
C  -0.16  -1.31  2.32  -0.10
C  0.58  -2.20  3.31  -0.19
C  0.48  -3.72  3.10  -0.32
O  1.21  -4.07  1.95  -0.07
B  0.29  -4.26  0.80  -0.58
O  -0.98  -4.71  1.49  -0.11
C  -0.88  -4.50  2.85  -0.54
C  -0.66  -5.90  3.54  -0.08
B  -1.48  -7.02  2.76  -0.69
O  -2.79  -7.30  3.10  0.12
O  -0.94  -7.78  1.75  0.16
P  -2.53  -3.98  3.60  1.05
C  -2.12  -2.82  4.98  -0.28
C  -3.44  -2.87  2.43  -0.42
C  -3.53  -3.40  0.99  -0.15
H  -1.20  -1.12  2.59  0.04
H  0.34  -0.33  2.28  0.08
H  -0.11  -1.74  1.32  0.02
H  1.65  -2.00  3.19  0.11
H  0.34  -1.92  4.34  0.09
H  0.95  -4.17  3.99  0.13
H  0.00  -3.19  0.19  0.05
H  0.72  -5.02  -0.05  0.06
H  0.41  -6.14  3.53  0.11
H  -1.01  -5.87  4.57  0.09
H  -3.19  -6.52  3.50  0.03
H  0.02  -7.77  1.78  0.08
H  -1.23  -3.16  5.50  0.03
H  -1.92  -1.81  4.59  0.02
H  -2.96  -2.78  5.67  0.02
H  -3.09  -1.83  2.45  0.04
H  -4.45  -2.86  2.85  0.06
H  -3.61  -4.49  0.98  0.07
H  -2.61  -3.17  0.45  0.06
H  -4.37  -2.93  0.47  0.06
C  -0.55  2.43  -0.79  0.08
C  -1.00  1.19  -0.51  -0.22
C  -2.36  0.96  0.11  -0.29
O  -2.72  -0.19  0.30  0.12
C  -3.18  2.12  0.45  0.08
C  -2.71  3.34  0.18  -0.23
C  -1.37  3.56  -0.47  -0.30
O  -1.05  4.73  -0.70  0.06
O  -3.37  4.47  0.45  0.10
O  -0.29  0.11  -0.75  0.13
H  0.42  2.60  -1.23  0.12
H  -4.14  1.94  0.91  0.10
H  -2.78  5.19  0.14  0.11
H  -0.80  -0.68  -0.46  0.11
C  5.43  -7.45  -1.06  0.07
C  4.57  -8.22  -0.37  -0.23
C  3.71  -7.67  0.75  -0.30
O  2.94  -8.46  1.27  0.11
C  3.85  -6.28  1.11  0.09
C  4.72  -5.52  0.44  -0.22
C  5.55  -6.05  -0.70  -0.29
O  6.27  -5.26  -1.28  0.07
O  4.90  -4.24  0.72  0.13
O  4.37  -9.50  -0.61  0.11
H  6.03  -7.82  -1.87  0.13
H  3.23  -5.88  1.90  0.14
H  5.54  -3.88  0.07  0.10
H  3.67  -9.78  0.02  0.12
C  0.05  8.28  -5.61  0.07
C  -0.46  8.91  -4.54  -0.23
C  -0.68  8.21  -3.22  -0.30
O  -1.14  8.89  -2.32  0.10
C  -0.35  6.81  -3.10  0.08
C  0.16  6.17  -4.17  -0.23
C  0.39  6.87  -5.49  -0.31
O  0.87  6.20  -6.39  0.10
O  0.48  4.89  -4.18  0.11
O  -0.81  10.18  -4.54  0.11
H  0.21  8.77  -6.56  0.13
H  -0.52  6.31  -2.16  0.11
H  0.82  4.70  -5.08  0.12
H  -1.14  10.36  -3.63  0.12
C  -6.75  4.04  3.05  0.08
C  -7.30  4.57  4.15  -0.23
C  -7.59  3.74  5.39  -0.32
O  -8.08  4.33  6.33  0.10
C  -7.27  2.33  5.38  0.07
C  -6.72  1.80  4.27  -0.23
C  -6.42  2.63  3.04  -0.29
O  -5.91  2.05  2.10  0.09
O  -6.39  0.53  4.16  0.13
O  -7.65  5.84  4.27  0.11
H  -6.54  4.62  2.16  0.14
H  -7.49  1.75  6.26  0.14
H  -6.00  0.41  3.28  0.13
H  -8.01  5.93  5.17  0.12
C  3.71  -1.19  -2.84  0.08
C  4.41  -2.33  -2.99  -0.21
C  4.77  -2.87  -4.36  -0.31
O  5.41  -3.90  -4.41  0.12
C  4.33  -2.13  -5.53  0.07
C  3.63  -1.00  -5.37  -0.24
C  3.28  -0.46  -4.01  -0.31
O  2.64  0.58  -3.97  0.08
O  3.17  -0.26  -6.37  0.11
O  4.82  -3.04  -1.96  0.11
H  3.44  -0.80  -1.87  0.14
H  4.58  -2.53  -6.51  0.13
H  2.70  0.49  -5.95  0.11
H  5.30  -3.85  -2.22  0.09
C  3.33  3.83  -2.84  0.08
C  3.63  4.90  -3.58  -0.25
C  3.72  6.29  -2.99  -0.32
O  4.02  7.19  -3.76  0.09
C  3.45  6.47  -1.58  0.07
C  3.14  5.40  -0.84  -0.23
C  3.07  4.00  -1.42  -0.30
O  2.80  3.10  -0.65  0.10
O  2.88  5.44  0.46  0.12
O  3.88  4.86  -4.88  0.11
H  3.27  2.82  -3.25  0.12
H  3.50  7.47  -1.17  0.13
H  2.68  4.52  0.73  0.12
H  4.07  5.78  -5.15  0.12

The charge is -1. The LUMO energy comes out at -0.26 eV. The calculation puts the highest occupied orbital energy at -0.1667 hartree. For the total energy, the calculation gives -4201.0475 hartree.